C5H14NOPS2 | ωB97M-V/def2-TZVPD

Structure (XYZ):
```
24
Properties=species:S:1:pos:R:3:forces:R:3:lowdin_charge:R:1
C 2.301637 1.570996 0.369471 4.722 4.568 1.823 -0.0737
C -2.204519 -1.008314 0.003183 1.975 -2.401 -2.464 -0.1057
C -1.499902 -0.446889 -2.347100 1.788 -0.219 -0.159 -0.0649
C 2.566919 1.319711 1.850464 -2.165 0.678 -0.732 -0.3269
C -1.107003 -0.279607 -0.847265 -2.965 -1.865 1.278 -0.5479
N 0.121657 -0.874148 -0.438114 2.920 3.370 1.724 0.0142
O 2.102480 0.012819 2.086474 -1.762 -1.214 0.547 -0.4057
P 0.497609 -0.166554 1.986497 -0.550 0.193 -1.659 0.1073
S -0.615311 1.266037 2.738150 0.601 -0.668 -0.895 0.2320
S 0.293842 -1.909251 3.015742 -0.313 -0.971 0.401 0.4810
H 1.410143 2.017858 0.091356 -1.978 0.773 0.032 0.0409
H 3.152711 2.322637 0.045343 -1.629 -1.370 0.170 0.1260
H 2.430877 0.704084 -0.114287 0.533 -3.112 -1.998 0.0155
H -2.144753 -2.160311 -0.238310 -0.054 2.137 0.713 0.1267
H -2.215695 -0.800432 1.013263 0.807 0.146 2.364 -0.0008
H -3.124838 -0.695002 -0.273784 -3.263 0.867 -1.333 0.0241
H -0.534059 -0.697749 -2.859135 -1.053 0.053 -0.056 0.0807
H -1.913953 0.467776 -2.820436 0.228 -0.510 0.549 0.0791
H -2.219201 -1.257398 -2.401696 0.068 -0.155 -0.464 0.0574
H 2.108155 2.012522 2.538902 -1.201 0.428 -0.130 0.0776
H 3.476104 1.328042 2.333549 3.054 -0.163 -0.433 0.0955
H -1.255307 0.782804 -0.696779 1.088 0.362 0.744 0.1135
H 0.204996 -1.859695 -0.303903 -0.939 -0.764 0.129 0.0199
H -0.406640 -1.273315 3.977376 0.088 -0.164 -0.152 -0.1657
```
Positions in Å, forces in eV/Å.

Its energy relative to the best compared isomer or geometry (same formula, charge and spin) is 323.1 kJ/mol. For the total energy, the calculation gives -1466.5286 hartree. As for the net charge: 0. The highest occupied orbital energy (alpha / beta) comes out at -8.51 / -8.41 eV.

***

C4H14N2O2 | ωB97M-V/def2-TZVPD

Structure (XYZ):
```
22
Properties=species:S:1:pos:R:3:forces:R:3:lowdin_charge:R:1
N -1.169164 -1.471937 2.878449 0.632 -0.223 0.487 0.0285
C -0.265238 -0.766563 2.099457 -1.647 -0.079 -1.763 -0.2391
C 0.154491 -1.192567 0.883650 0.835 1.724 1.835 -0.1474
C 1.065384 -0.225360 0.173138 -1.184 -0.803 -3.556 -0.2004
C 1.151069 -0.682724 -1.384726 1.684 1.307 1.375 -0.3029
N 0.034950 -0.272163 -2.201222 1.112 -1.115 -0.315 0.0045
H -1.919491 -1.039925 3.379486 0.103 0.032 0.097 0.0746
H -1.150392 -2.470340 2.789852 -0.349 0.003 0.051 0.0796
H -0.144593 0.308965 2.316940 0.215 -0.723 0.349 0.1222
H -0.096268 -2.144766 0.439010 0.018 -0.172 0.138 0.1029
H 2.068331 -0.106419 0.556032 0.183 0.002 0.333 0.0909
H 0.547709 0.746461 -0.008223 0.581 -0.338 0.866 0.0969
H 1.529781 -1.699752 -1.483880 -1.022 -0.575 0.041 0.0943
H 2.061219 -0.193261 -1.751383 -0.244 0.507 -0.240 0.0878
H 0.047416 0.727022 -2.317395 -0.652 -0.001 0.194 0.0544
H -0.834449 -0.711956 -1.955852 -0.308 0.557 0.143 0.0482
O -2.726206 0.192189 -0.375794 -0.257 -0.664 -0.622 -0.0462
H -2.334259 -0.166761 0.422019 0.224 0.242 0.254 0.0067
H -2.892125 1.123908 -0.273663 0.090 0.369 0.355 0.0314
O 1.228118 3.300360 -1.424492 0.214 -0.011 -0.009 -0.0593
H 1.900893 3.161314 -2.099642 -0.102 -0.031 -0.097 0.0365
H 1.742825 3.584275 -0.661760 -0.127 -0.009 0.083 0.0359
```
Positions in Å, forces in eV/Å.

Its energy relative to the best compared isomer or geometry (same formula, charge and spin) is 179.5 kJ/mol. For the total energy, the calculation gives -420.7367 hartree. As for the net charge: 0. The highest occupied orbital energy comes out at -7.92 eV. As for the SMILES: N/C=C/CCN.O.O.

***

C2H7N2OS | ωB97M-V/def2-TZVPD

Structure (XYZ):
```
13
Properties=species:S:1:pos:R:3:forces:R:3:lowdin_charge:R:1
C 0.423898 -2.134254 -0.757814 -0.259 -0.608 -0.651 -0.6307
S 0.394367 -0.669728 -1.850461 0.545 -0.436 -0.376 0.2298
H 1.383994 -2.349245 -0.288176 0.159 0.202 -0.122 -0.0043
H -0.288567 -1.988073 0.055342 -0.050 -0.192 -0.049 -0.0133
H 0.142407 -3.010308 -1.382044 0.068 0.292 0.604 -0.0117
N -0.194775 2.185704 1.593493 -0.579 1.460 -1.214 0.0884
C -0.269635 0.851408 1.187867 -0.445 -1.485 -0.349 -0.7047
N -1.192852 0.595583 0.197323 1.466 -0.983 1.336 0.0196
O 0.427915 -0.030719 1.713209 -0.505 1.292 -0.404 -0.0340
H 0.589849 2.380782 2.165054 0.732 -0.073 0.617 0.0545
H -0.237212 2.874618 0.808915 -0.073 -1.096 0.987 0.0965
H -0.662351 -0.028186 -0.635850 -0.922 1.136 0.176 -0.1327
H -1.873492 1.309875 0.062434 -0.137 0.491 -0.554 0.0426
```
Positions in Å, forces in eV/Å.

Its energy relative to the best compared isomer or geometry (same formula, charge and spin) is 109.8 kJ/mol. For the total energy, the calculation gives -663.3926 hartree. As for the net charge: -1. The highest occupied orbital energy comes out at -2.87 eV.

***

C20H30N2O5S | ωB97M-V/def2-TZVPD

Structure (XYZ):
```
58
Properties=species:S:1:pos:R:3:forces:R:3:lowdin_charge:R:1
C -8.121179 -0.727491 0.296816 0.349 -0.215 0.107 -0.0600
C -7.203590 -1.580557 1.167291 -0.459 0.182 0.121 -0.2376
O -6.058260 -2.031682 0.469972 0.319 -0.040 -0.189 -0.0468
C -5.035855 -1.178644 0.207465 0.355 0.018 -0.185 -0.2188
C -4.931372 0.122506 0.693190 -0.146 -0.033 0.087 0.0005
C -3.829181 0.897638 0.374847 -0.033 0.000 -0.024 -0.0478
C -2.839327 0.377924 -0.430269 0.499 0.291 -0.177 -0.2817
S -1.427729 1.398631 -0.818460 -0.394 -0.228 0.512 0.6865
O -0.618004 0.710241 -1.787402 -0.066 -0.195 0.139 -0.2826
O -1.874480 2.725573 -1.125485 -0.034 0.131 0.210 -0.2793
N -0.701034 1.454512 0.698225 -0.594 0.094 -0.847 -0.2348
C -0.008241 2.682824 1.028445 0.199 0.587 -0.195 -0.1920
C 1.396357 2.733475 0.432411 0.007 -0.100 0.269 -0.1252
C 2.195906 1.506401 0.869604 -0.030 0.148 -0.459 -0.2355
C 3.587901 1.511251 0.243795 -0.254 -0.045 0.658 -0.4660
O 3.913729 2.230509 -0.674315 -0.025 0.235 -0.419 0.0803
N 4.447196 0.647051 0.839459 0.230 -0.318 0.174 0.0714
C 5.721989 0.311343 0.253933 -0.054 -0.370 -0.213 -0.1246
C 5.673791 -1.093783 -0.364673 0.096 0.564 -0.233 -0.3115
C 7.015652 -1.507123 -0.994743 -0.170 -0.080 0.130 -0.1256
C 7.241726 -2.918743 -0.452100 -0.172 0.064 0.164 -0.1527
C 6.511921 -2.845012 0.886933 0.330 -0.224 0.046 -0.2049
O 5.365250 -2.057975 0.640743 -0.247 0.074 0.038 -0.1129
C 1.440922 0.243947 0.433816 -0.106 0.022 0.251 -0.1260
C 0.032950 0.255573 1.032938 0.249 -0.549 -0.101 -0.1881
C -2.929914 -0.912756 -0.919909 -0.027 0.015 -0.026 -0.0176
C -4.017939 -1.707173 -0.610668 -0.209 0.034 0.118 -0.1836
C -4.144985 -3.107229 -1.121780 -0.047 0.051 0.044 -0.0285
H -7.613849 0.174108 -0.037147 -0.024 0.100 -0.030 0.0687
H -8.427120 -1.292865 -0.579752 -0.054 -0.033 -0.072 0.0804
H -9.005733 -0.447241 0.861911 -0.105 0.055 0.049 0.0782
H -6.917590 -1.044360 2.080041 0.015 -0.107 -0.059 0.1164
H -7.718492 -2.500687 1.457848 0.089 0.161 0.046 0.1248
H -5.699445 0.543963 1.321532 -0.091 0.020 0.038 0.1077
H -3.734351 1.908990 0.734511 -0.079 0.137 0.122 0.1190
H 0.035130 2.756262 2.121475 -0.067 -0.017 -0.058 0.1298
H -0.620697 3.495767 0.638529 0.125 0.099 0.215 0.1114
H 1.327072 2.740500 -0.656388 0.068 0.075 -0.017 0.1266
H 1.904431 3.646129 0.746336 -0.005 0.037 -0.064 0.1271
H 2.302094 1.505257 1.961948 0.030 -0.012 -0.017 0.1518
H 4.093019 -0.028921 1.499140 -0.109 0.120 -0.022 0.1345
H 6.495558 0.346706 1.027930 0.062 -0.012 -0.121 0.1308
H 5.933465 1.055987 -0.515705 0.069 -0.058 0.088 0.1298
H 4.853014 -1.124123 -1.091879 0.099 0.035 0.064 0.1551
H 6.978730 -1.474536 -2.080410 0.037 0.061 -0.035 0.1154
H 7.805663 -0.837076 -0.653133 0.054 0.042 -0.025 0.1142
H 6.760930 -3.656152 -1.095001 0.023 -0.047 0.003 0.1139
H 8.293470 -3.170868 -0.342396 0.051 -0.055 -0.023 0.1105
H 7.148235 -2.368197 1.647608 -0.029 -0.079 -0.036 0.1222
H 6.174989 -3.812629 1.261245 0.068 0.048 0.023 0.1213
H 1.351268 0.236057 -0.653543 0.111 -0.063 0.027 0.1147
H 1.964926 -0.660551 0.750511 -0.006 -0.038 -0.016 0.1181
H 0.084962 0.190219 2.126359 -0.061 -0.034 -0.071 0.1325
H -0.547895 -0.590477 0.660322 0.093 -0.143 0.194 0.1155
H -2.139766 -1.277843 -1.557990 0.065 -0.139 -0.087 0.1198
H -5.067866 -3.214728 -1.688972 -0.040 -0.101 -0.061 0.0870
H -4.195229 -3.806414 -0.288551 -0.008 -0.123 -0.005 0.0875
H -3.301639 -3.363262 -1.755936 0.055 -0.045 -0.050 0.0804
```
Positions in Å, forces in eV/Å.

Its energy relative to the best compared isomer or geometry (same formula, charge and spin) is 164.2 kJ/mol. For the total energy, the calculation gives -1664.0117 hartree. As for the net charge: 0. The highest occupied orbital energy comes out at -8.66 eV. As for the SMILES: CCOc1ccc(S(=O)(=O)N2CCC(C(=O)NC[C@H]3CCCO3)CC2)cc1C.